# C2H3NO2

A 2-piece molecular cluster, C2H3NO2 overall at a distorted geometry (the ωB97M-V functional and the def2-TZVPD basis, the Open Molecules 2025 dataset).

The geometry in ORCA input format:
```
! RIJCOSX wB97M-V def2-TZVPD def2/J DEFGRID3
* xyz 0 1
C 1.902 -0.165 0.085
C -2.158 0.082 -0.179
N 0.643 -0.114 0.203
O -2.264 -1.074 -0.058
O -0.173 0.802 -0.134
H 2.421 -1.035 0.543
H 2.492 0.580 -0.420
H -2.862 0.925 -0.040
*
```

Output
Calculated total energy in a.u.: -283.06432
Lowest unoccupied orbital energy (spin up / spin down) in eV: -0.693 / -0.444
Frontier orbital gap (spin up / spin down) in eV: 7.355 / 8.022
HOMO energy (spin up / spin down) in eV: -8.047 / -8.466

These are the Löwdin partial charges, in e, on atoms 1 to 5:
1. C -0.064
2. C 0.035
3. N -0.198
4. O 0.134
5. O -0.156

=====

# C2H3NO2

C2H3NO2 as an isolated structure at a distorted geometry (the ωB97M-V functional and the def2-TZVPD basis, the Open Molecules 2025 dataset).

The geometry in ORCA input format:
```
! RIJCOSX wB97M-V def2-TZVPD def2/J DEFGRID3
* xyz 0 1
C 1.254 -0.222 0.105
C -1.300 -0.113 -0.102
H 2.010 0.717 0.808
H 0.132 1.340 -0.318
H -2.010 0.588 -0.358
N 0.056 0.443 -0.074
O 1.518 -1.414 -0.183
O -1.661 -1.338 0.122
*
```

Output
Calculated total energy in a.u.: -283.17583
Lowest unoccupied orbital energy in eV: 0.039
Frontier orbital gap in eV: 10.411
HOMO energy in eV: -10.372

These are the Löwdin partial charges, in e, on atoms 1 to 5:
1. C -0.298
2. C -0.152
3. H 0.202
4. H 0.059
5. H 0.093

=====

# C2H3NO2

A 2-piece molecular cluster, C2H3NO2 overall at a distorted geometry (the ωB97M-V functional and the def2-TZVPD basis, the Open Molecules 2025 dataset).

The geometry in ORCA input format:
```
! RIJCOSX wB97M-V def2-TZVPD def2/J DEFGRID3
* xyz 0 1
C -0.949 0.179 0.246
C 2.653 0.479 -0.599
N -1.746 -0.344 -0.543
O -0.001 -0.442 0.871
O 3.424 -0.145 -0.072
H -1.008 1.318 0.450
H -0.038 -1.390 0.539
H -2.335 0.346 -0.892
*
```

Output
Calculated total energy in a.u.: -283.22066
Lowest unoccupied orbital energy in eV: 1.012
Frontier orbital gap in eV: 11.659
HOMO energy in eV: -10.647

These are the Löwdin partial charges, in e, on atoms 1 to 5:
1. C -0.460
2. C -0.010
3. N 0.101
4. O 0.015
5. O 0.031

=====

# C2H3NO2

One molecule with the formula C2H3NO2 at a distorted geometry (the ωB97M-V functional and the def2-TZVPD basis, the Open Molecules 2025 dataset).

The geometry in ORCA input format:
```
! RIJCOSX wB97M-V def2-TZVPD def2/J DEFGRID3
* xyz 0 1
O 1.096 -1.797 -0.836
C 0.803 -0.852 -0.127
C -0.556 -0.142 -0.321
N -1.356 -1.006 -1.172
O -1.063 -2.210 -0.982
H 1.451 -0.501 0.769
H -1.019 0.049 0.757
H -0.422 0.895 -0.927
*
```

Output
Calculated total energy in a.u.: -283.09600
Lowest unoccupied orbital energy in eV: -0.561
Frontier orbital gap in eV: 8.601
HOMO energy in eV: -9.162

These are the Löwdin partial charges, in e, on atoms 1 to 5:
1. O 0.031
2. C -0.239
3. C -0.181
4. N -0.033
5. O -0.030

=====

# C2H3NO2S

One molecule with the formula C2H3NO2S at a distorted geometry (the ωB97M-V functional and the def2-TZVPD basis, the Open Molecules 2025 dataset).

The geometry in ORCA input format:
```
! RIJCOSX wB97M-V def2-TZVPD def2/J DEFGRID3
* xyz 0 1
C 2.869 0.441 -0.713
C 0.200 0.544 0.859
N 3.140 1.631 -0.699
O 2.595 -0.696 -0.365
O 0.750 -2.049 0.800
S 0.895 -0.954 -0.085
H 0.698 1.208 1.644
H -0.628 -0.158 1.066
H -0.248 1.580 0.300
*
```

Output
Calculated total energy in a.u.: -681.28948
Lowest unoccupied orbital energy in eV: 0.157
Frontier orbital gap in eV: 10.478
HOMO energy in eV: -10.321

These are the Löwdin partial charges, in e, on atoms 1 to 5:
1. C -0.500
2. C -0.222
3. N 0.145
4. O -0.182
5. O -0.412

=====

# C2H3NO2S

One molecule with the formula C2H3NO2S at a distorted geometry (the ωB97M-V functional and the def2-TZVPD basis, the Open Molecules 2025 dataset).

The geometry in ORCA input format:
```
! RIJCOSX wB97M-V def2-TZVPD def2/J DEFGRID3
* xyz 0 1
N 1.241 0.638 0.660
C 0.262 0.343 -0.302
O -0.060 1.040 -1.171
C -0.648 -0.909 0.097
O -0.150 -1.436 1.079
S -2.050 -1.159 -0.762
H 1.164 0.152 1.549
H 1.696 1.586 0.670
H -1.455 -0.255 -1.821
*
```

Output
Calculated total energy in a.u.: -681.42044
Lowest unoccupied orbital energy in eV: 0.247
Frontier orbital gap in eV: 9.924
HOMO energy in eV: -9.677

These are the Löwdin partial charges, in e, on atoms 1 to 5:
1. N 0.141
2. C -0.535
3. O 0.065
4. C -0.812
5. O -0.011

=====

# C2H3NO2S

A 2-piece molecular cluster, C2H3NO2S overall at a distorted geometry (the ωB97M-V functional and the def2-TZVPD basis, the Open Molecules 2025 dataset).

The geometry in ORCA input format:
```
! RIJCOSX wB97M-V def2-TZVPD def2/J DEFGRID3
* xyz 0 1
C -1.536 1.832 -0.833
C -0.492 1.441 -0.414
N 0.483 -2.576 0.720
O 1.416 1.219 1.364
O 1.745 0.074 -0.829
S 0.916 0.444 0.266
H -2.396 2.519 -0.939
H 0.299 -2.768 -0.269
H -0.435 -2.185 0.934
*
```

Output
Calculated total energy in a.u.: -681.19349
Lowest unoccupied orbital energy (spin up / spin down) in eV: -2.685 / -1.133
Frontier orbital gap (spin up / spin down) in eV: 8.861 / 9.239
HOMO energy (spin up / spin down) in eV: -11.546 / -10.372

These are the Löwdin partial charges, in e, on atoms 1 to 5:
1. C 0.050
2. C -0.203
3. N 0.082
4. O -0.331
5. O -0.340

=====

# C2H3NO2S

A 2-piece molecular cluster, C2H3NO2S overall at a distorted geometry (the ωB97M-V functional and the def2-TZVPD basis, the Open Molecules 2025 dataset).

The geometry in ORCA input format:
```
! RIJCOSX wB97M-V def2-TZVPD def2/J DEFGRID3
* xyz 0 1
C -1.874 -0.155 -0.425
C 0.608 -0.926 0.313
N -1.756 0.982 -0.384
O 1.730 -0.603 -0.623
O 0.853 1.712 0.167
S 1.656 0.395 0.602
H -2.059 -1.191 -0.502
H 0.932 -1.785 0.924
H -0.090 1.570 -0.071
*
```

Output
Calculated total energy in a.u.: -681.25851
Lowest unoccupied orbital energy in eV: 0.580
Frontier orbital gap in eV: 9.020
HOMO energy in eV: -8.440

These are the Löwdin partial charges, in e, on atoms 1 to 5:
1. C -0.058
2. C -0.366
3. N 0.066
4. O -0.408
5. O -0.327

=====

# C2H3NO2S

One molecule with the formula C2H3NO2S at a distorted geometry (the ωB97M-V functional and the def2-TZVPD basis, the Open Molecules 2025 dataset).

The geometry in ORCA input format:
```
! RIJCOSX wB97M-V def2-TZVPD def2/J DEFGRID3
* xyz 0 1
O -1.286 -1.693 -0.248
C -0.739 -0.638 0.043
C 0.597 -0.718 0.729
S 1.618 0.016 -0.296
N -1.206 0.723 -0.106
O -0.624 1.876 0.268
H 0.916 -1.203 1.802
H -2.272 0.705 -0.658
H 0.034 1.853 -0.452
*
```

Output
Calculated total energy in a.u.: -681.28600
Lowest unoccupied orbital energy in eV: -1.076
Frontier orbital gap in eV: 8.154
HOMO energy in eV: -9.229

These are the Löwdin partial charges, in e, on atoms 1 to 5:
1. O 0.051
2. C -0.611
3. C -0.482
4. S 0.781
5. N -0.129

=====

# C2H3NO2S

A 2-piece molecular cluster, C2H3NO2S overall at a distorted geometry (the ωB97M-V functional and the def2-TZVPD basis, the Open Molecules 2025 dataset).

The geometry in ORCA input format:
```
! RIJCOSX wB97M-V def2-TZVPD def2/J DEFGRID3
* xyz 0 1
C 1.596 -0.397 0.081
C 1.038 0.158 -1.056
N 2.004 -0.850 1.060
O -2.114 -0.636 1.207
O -0.658 0.994 -0.063
S -1.986 0.352 -0.098
H 1.424 1.094 -1.425
H 0.524 -0.498 -1.736
H -1.828 -0.217 2.032
*
```

Output
Calculated total energy in a.u.: -681.31370
Lowest unoccupied orbital energy (spin up / spin down) in eV: -1.287 / -0.645
Frontier orbital gap (spin up / spin down) in eV: 7.260 / 8.431
HOMO energy (spin up / spin down) in eV: -8.547 / -9.076

These are the Löwdin partial charges, in e, on atoms 1 to 5:
1. C -0.322
2. C -0.008
3. N 0.147
4. O -0.389
5. O -0.564

=====

# C2H3NO2S

One molecule with the formula C2H3NO2S at a distorted geometry (the ωB97M-V functional and the def2-TZVPD basis, the Open Molecules 2025 dataset).

The geometry in ORCA input format:
```
! RIJCOSX wB97M-V def2-TZVPD def2/J DEFGRID3
* xyz 0 1
C -0.424 -0.470 -0.612
C -0.240 0.615 0.098
N 0.667 -1.303 -0.806
O 0.904 1.152 0.602
O -1.184 1.894 2.086
S -0.464 2.148 0.865
H -1.370 -0.685 -0.905
H 1.566 -1.058 -0.463
H 0.543 -2.292 -0.865
*
```

Output
Calculated total energy in a.u.: -681.32827
Lowest unoccupied orbital energy in eV: 0.450
Frontier orbital gap in eV: 8.772
HOMO energy in eV: -8.322

These are the Löwdin partial charges, in e, on atoms 1 to 5:
1. C -0.166
2. C -0.501
3. N 0.072
4. O -0.234
5. O -0.456

=====

# C2H3NO2S

One molecule with the formula C2H3NO2S at a distorted geometry (the ωB97M-V functional and the def2-TZVPD basis, the Open Molecules 2025 dataset).

The geometry in ORCA input format:
```
! RIJCOSX wB97M-V def2-TZVPD def2/J DEFGRID3
* xyz 0 1
O 1.866 -0.298 0.767
C 0.766 -0.100 0.336
C 0.281 1.269 0.252
S -0.816 1.934 -0.692
N -0.044 -1.094 -0.249
O -1.423 -0.885 -0.202
H 0.916 1.937 0.865
H 0.118 -2.083 0.059
H -1.664 -0.679 -1.136
*
```

Output
Calculated total energy in a.u.: -681.34666
Lowest unoccupied orbital energy in eV: -1.340
Frontier orbital gap in eV: 7.864
HOMO energy in eV: -9.204

These are the Löwdin partial charges, in e, on atoms 1 to 5:
1. O 0.104
2. C -0.555
3. C -0.567
4. S 0.802
5. N -0.007

=====

# C2H3NO2S2

One molecule with the formula C2H3NO2S2 (the ωB97M-V functional and the def2-TZVPD basis, the Open Molecules 2025 dataset).

The geometry in ORCA input format:
```
! RIJCOSX wB97M-V def2-TZVPD def2/J DEFGRID3
* xyz 0 1
C 0.076 -0.096 -0.264
C 0.525 -0.178 -1.669
N -0.249 0.983 0.342
O 0.362 0.605 2.836
O -1.994 0.439 2.185
S -0.063 -1.500 0.760
S -0.616 0.325 1.844
H 1.605 -0.040 -1.705
H 0.061 0.616 -2.247
H 0.293 -1.154 -2.083
*
```

Output
Calculated total energy in a.u.: -1079.57802
Lowest unoccupied orbital energy in eV: -0.567
Frontier orbital gap in eV: 9.793
HOMO energy in eV: -10.360

These are the Löwdin partial charges, in e, on atoms 1 to 5:
1. C -0.814
2. C -0.067
3. N -0.077
4. O -0.304
5. O -0.294

=====

# C2H3NO3

C2H3NO3 as an isolated structure at a distorted geometry (the ωB97M-V functional and the def2-TZVPD basis, the Open Molecules 2025 dataset).

The geometry in ORCA input format:
```
! RIJCOSX wB97M-V def2-TZVPD def2/J DEFGRID3
* xyz 0 1
C -0.110 0.108 -0.914
O -1.344 0.056 -1.430
O 0.241 -0.977 -0.183
H -1.609 0.927 -1.757
H 0.658 0.497 -1.598
N 0.760 -0.317 2.147
C 0.375 -0.058 1.010
O 0.007 1.035 0.379
H 1.021 -1.271 2.346
*
```

Output
Calculated total energy in a.u.: -358.44796
Lowest unoccupied orbital energy in eV: 0.486
Frontier orbital gap in eV: 11.110
HOMO energy in eV: -10.624

These are the Löwdin partial charges, in e, on atoms 1 to 5:
1. C -0.384
2. O 0.118
3. O 0.073
4. H 0.132
5. H 0.169

=====

# C2H3NO3

C2H3NO3 as an isolated structure at a distorted geometry (the ωB97M-V functional and the def2-TZVPD basis, the Open Molecules 2025 dataset).

The geometry in ORCA input format:
```
! RIJCOSX wB97M-V def2-TZVPD def2/J DEFGRID3
* xyz 0 1
C 1.834 0.060 -1.245
C -0.182 0.642 -0.756
N 1.052 -0.096 -0.225
O 2.951 -0.085 -1.611
O 0.265 0.826 -1.989
O 1.405 -0.564 1.023
H -0.904 -0.208 -0.781
H -0.602 1.641 -0.205
H 1.238 -1.523 1.188
*
```

Output
Calculated total energy in a.u.: -358.33865
Lowest unoccupied orbital energy in eV: 0.275
Frontier orbital gap in eV: 10.322
HOMO energy in eV: -10.047

These are the Löwdin partial charges, in e, on atoms 1 to 5:
1. C -0.241
2. C -0.285
3. N -0.082
4. O 0.201
5. O -0.078

=====

# C2H3NO3

One molecule with the formula C2H3NO3 at a distorted geometry (the ωB97M-V functional and the def2-TZVPD basis, the Open Molecules 2025 dataset).

The geometry in ORCA input format:
```
! RIJCOSX wB97M-V def2-TZVPD def2/J DEFGRID3
* xyz 0 1
O -0.744 2.194 0.520
C -0.525 1.044 0.357
O -1.364 0.170 0.948
C 0.673 0.582 -0.394
N 1.015 -0.621 -0.755
O 0.096 -1.516 -0.380
H -1.032 -0.745 0.941
H 1.366 1.336 -0.781
H 0.514 -2.444 -0.456
*
```

Output
Calculated total energy in a.u.: -358.42613
Lowest unoccupied orbital energy in eV: 0.032
Frontier orbital gap in eV: 10.705
HOMO energy in eV: -10.673

These are the Löwdin partial charges, in e, on atoms 1 to 5:
1. O 0.136
2. C -0.525
3. O 0.110
4. C -0.029
5. N 0.001

=====

# C2H3NO3

One molecule with the formula C2H3NO3 at a distorted geometry (the ωB97M-V functional and the def2-TZVPD basis, the Open Molecules 2025 dataset).

The geometry in ORCA input format:
```
! RIJCOSX wB97M-V def2-TZVPD def2/J DEFGRID3
* xyz 0 1
N 2.855 2.383 0.205
C 1.915 1.756 0.093
C 0.866 0.742 0.027
O -0.038 1.058 0.978
O 1.362 -0.572 0.182
O 0.330 0.779 -1.250
H -0.954 0.759 0.782
H 2.172 -0.486 -0.297
H -0.386 0.217 -1.190
*
```

Output
Calculated total energy in a.u.: -358.45139
Lowest unoccupied orbital energy in eV: 0.254
Frontier orbital gap in eV: 11.918
HOMO energy in eV: -11.664

These are the Löwdin partial charges, in e, on atoms 1 to 5:
1. N 0.209
2. C -0.091
3. C -0.719
4. O 0.100
5. O 0.090

=====

# C2H3NO3P

C2H3NO3P as an isolated structure at a distorted geometry (the ωB97M-V functional and the def2-TZVPD basis, the Open Molecules 2025 dataset).

The geometry in ORCA input format:
```
! RIJCOSX wB97M-V def2-TZVPD def2/J DEFGRID3
* xyz -1 1
C 1.265 -1.359 -0.308
C 0.679 0.980 -0.051
N 0.458 -0.298 -0.341
O -0.594 1.602 0.277
O 2.315 -1.366 0.266
O 1.639 1.642 0.038
P -1.758 0.599 -0.310
H 0.541 -2.271 -0.692
H -1.729 -0.482 0.511
H -2.817 0.954 0.611
*
```

Output
Calculated total energy in a.u.: -699.88132
Lowest unoccupied orbital energy in eV: 4.266
Frontier orbital gap in eV: 8.844
HOMO energy in eV: -4.578

These are the Löwdin partial charges, in e, on atoms 1 to 5:
1. C -0.477
2. C -0.709
3. N -0.052
4. O -0.401
5. O -0.014

=====

# C2H3NO4

One molecule with the formula C2H3NO4 at a distorted geometry (the ωB97M-V functional and the def2-TZVPD basis, the Open Molecules 2025 dataset).

The geometry in ORCA input format:
```
! RIJCOSX wB97M-V def2-TZVPD def2/J DEFGRID3
* xyz 0 1
O -2.380 -0.545 -0.286
C -1.262 -0.020 -0.156
O -1.187 1.260 -0.426
C -0.002 -0.690 0.259
N 1.242 -0.062 -0.188
O 2.231 -0.583 -0.644
O 1.348 1.202 0.169
H -0.238 1.693 -0.303
H -0.028 -1.828 0.228
H 0.275 -0.428 1.347
*
```

Output
Calculated total energy in a.u.: -433.60207
Lowest unoccupied orbital energy in eV: -1.443
Frontier orbital gap in eV: 9.660
HOMO energy in eV: -11.103

These are the Löwdin partial charges, in e, on atoms 1 to 5:
1. O 0.090
2. C -0.521
3. O 0.103
4. C 0.012
5. N -0.322

=====

# C2H3NO4S

One molecule with the formula C2H3NO4S at a distorted geometry (the ωB97M-V functional and the def2-TZVPD basis, the Open Molecules 2025 dataset).

The geometry in ORCA input format:
```
! RIJCOSX wB97M-V def2-TZVPD def2/J DEFGRID3
* xyz 0 1
C 0.223 -1.022 -0.999
C 0.337 -0.194 1.425
N -0.322 -0.401 0.120
O 0.846 -2.013 -1.022
O -1.984 1.218 -0.992
O 0.382 1.941 -0.739
O -0.102 -0.256 -2.050
S -0.584 0.948 -0.918
H 0.775 -1.178 1.740
H 0.934 0.836 1.332
H -0.506 0.121 2.104
*
```

Output
Calculated total energy in a.u.: -831.86586
Lowest unoccupied orbital energy in eV: 0.338
Frontier orbital gap in eV: 11.635
HOMO energy in eV: -11.297

These are the Löwdin partial charges, in e, on atoms 1 to 5:
1. C -0.689
2. C -0.038
3. N -0.123
4. O 0.184
5. O -0.218